Record 1
This record from the Open Molecules 2025 dataset describes an isolated molecule of C3H8ClN2O2P at a distorted geometry. The level of theory is the ωB97M-V functional and the def2-TZVPD basis.

Each line ends with the Mulliken charge.
CARTESIAN COORDINATES (ANGSTROEM)
1 C -0.089 -2.816 0.539  0.192
2 C -0.815 0.438 -1.509  -0.862
3 C -0.491 2.164 0.395  -0.851
4 N 0.510 -1.519 0.798  -0.316
5 N -0.015 0.970 -0.353  0.061
6 O 1.610 0.603 1.651  -0.644
7 O -0.513 -3.498 -0.358  -0.498
8 P 1.263 0.154 0.338  0.891
9 Cl 2.607 0.004 -1.099  -0.200
10 H -0.107 -3.039 1.618  0.223
11 H -0.784 0.902 -2.454  0.321
12 H -0.423 -0.561 -1.679  0.286
13 H -1.887 0.415 -1.316  0.302
14 H 0.117 2.015 1.353  0.285
15 H -0.197 3.024 -0.286  0.304
16 H -1.572 2.211 0.652  0.271
17 H 0.787 -1.465 1.709  0.235

Output
- Total charge: 0
- Total energy: -1180.6588 Ha
- SMILES: CN(C)[P@](=O)(Cl)NC=O

=====

Record 2
This record from the Open Molecules 2025 dataset describes an isolated molecule of C5H7NO. The level of theory is the ωB97M-V functional and the def2-TZVPD basis.

Each line ends with the Mulliken charge.
CARTESIAN COORDINATES (ANGSTROEM)
1 N 3.002 0.767 0.900  -0.644
2 C 1.979 0.335 0.323  0.476
3 O 1.425 -0.805 -0.125  -0.420
4 C -1.752 -0.378 -1.536  -0.377
5 C -1.526 -0.517 -0.089  -0.510
6 C -0.603 0.561 0.492  -0.529
7 C 0.688 0.496 -0.277  -0.142
8 H 3.645 -0.001 1.100  0.267
9 H -2.159 -1.347 -1.887  0.168
10 H -1.259 -1.517 0.284  0.341
11 H -2.581 -0.359 0.234  0.368
12 H -0.427 0.420 1.563  0.314
13 H -1.046 1.552 0.341  0.284
14 H 0.612 0.795 -1.323  0.406

Output
- Total charge: 0
- Total energy: -324.5142 Ha

=====

Record 3
This record from the Open Molecules 2025 dataset describes a cluster of 7 separate species, C52H83BrNO20 in total at a distorted geometry. The level of theory is the ωB97M-V functional and the def2-TZVPD basis.

Each line ends with the Mulliken charge.
CARTESIAN COORDINATES (ANGSTROEM)
1 C 1.548 0.954 3.927  -1.094
2 C 1.184 -0.431 3.304  -0.307
3 C 0.413 -0.190 1.976  -0.996
4 Br -1.264 0.690 2.493  -0.126
5 C 0.268 -1.542 1.241  1.575
6 C 1.699 -1.742 0.577  -2.329
7 C 1.719 -1.542 -0.951  1.443
8 C 1.374 -0.069 -1.238  -1.718
9 O 3.036 -1.908 -1.337  -0.532
10 C 3.393 -1.458 -2.650  -0.438
11 C 4.333 -0.272 -2.532  0.249
12 C 4.085 0.929 -3.139  0.147
13 C 4.962 1.977 -2.952  -0.927
14 C 6.056 1.799 -2.158  -0.160
15 C 6.337 0.597 -1.548  -0.317
16 C 5.454 -0.433 -1.746  -0.645
17 C 0.099 -2.834 2.120  -1.253
18 C -0.124 -3.878 1.022  -0.941
19 N -0.632 -3.261 0.028  0.383
20 C -0.908 -1.811 0.266  -0.080
21 C -2.371 -1.845 0.782  -0.693
22 C -3.340 -2.635 -0.152  -0.632
23 C -4.624 -1.834 -0.477  -0.998
24 C -5.890 -2.423 0.185  -0.754
25 C -7.143 -1.723 -0.408  -0.346
26 C -8.041 -2.687 -1.219  -0.647
27 C -9.540 -2.324 -1.180  -0.978
28 C -9.852 -0.821 -1.437  -0.555
29 C -10.703 -0.253 -0.275  -0.360
30 C -11.596 0.904 -0.715  -0.650
31 O -12.382 1.362 0.384  -0.362
32 C -11.696 2.347 1.143  -0.637
33 H 0.833 1.204 4.712  0.343
34 H 2.577 0.959 4.291  0.369
35 H 1.491 1.730 3.158  0.208
36 H 2.149 -0.906 3.103  0.313
37 H 0.597 -1.039 3.993  0.348
38 H 1.009 0.542 1.435  0.583
39 H 2.404 -0.992 0.943  0.702
40 H 2.139 -2.706 0.853  0.259
41 H 1.020 -2.219 -1.469  -0.186
42 H 0.441 0.258 -0.778  0.510
43 H 1.235 0.070 -2.313  0.410
44 H 2.226 0.539 -0.928  0.435
45 H 3.974 -2.272 -3.105  0.732
46 H 2.535 -1.292 -3.310  -0.117
47 H 3.180 0.996 -3.735  0.376
48 H 4.725 2.927 -3.418  0.402
49 H 6.730 2.636 -1.984  0.374
50 H 7.191 0.450 -0.898  0.307
51 H 5.606 -1.397 -1.267  0.357
52 H -0.682 -2.747 2.878  0.435
53 H 1.043 -3.077 2.614  0.615
54 H 0.169 -4.925 1.113  0.878
55 H -0.826 -3.788 -0.820  0.371
56 H -0.953 -1.318 -0.706  -0.017
57 H -2.722 -0.813 0.780  0.525
58 H -2.475 -2.191 1.812  0.237
59 H -3.618 -3.548 0.382  0.398
60 H -2.863 -2.886 -1.106  0.463
61 H -4.572 -0.782 -0.178  0.369
62 H -4.809 -1.844 -1.557  0.429
63 H -5.965 -3.496 -0.010  0.445
64 H -5.855 -2.255 1.267  0.232
65 H -6.852 -0.902 -1.073  0.408
66 H -7.746 -1.278 0.393  0.153
67 H -7.713 -2.737 -2.263  0.244
68 H -7.948 -3.684 -0.773  0.376
69 H -9.983 -2.648 -0.234  0.447
70 H -10.024 -2.897 -1.978  0.331
71 H -10.498 -0.770 -2.322  0.407
72 H -8.963 -0.212 -1.616  0.360
73 H -10.068 0.027 0.573  0.159
74 H -11.377 -1.045 0.066  0.245
75 H -11.020 1.738 -1.148  0.347
76 H -12.314 0.586 -1.478  0.367
77 H -10.628 2.099 1.206  0.324
78 H -12.090 2.348 2.162  0.210
79 H -11.818 3.325 0.659  0.267
80 C 12.066 1.471 -0.120  -1.235
81 C 10.932 1.515 0.871  0.494
82 C 9.973 0.355 0.782  -0.491
83 O 8.757 0.930 1.278  -0.310
84 C 8.812 2.266 1.022  0.694
85 O 7.895 3.012 1.135  -0.537
86 O 10.056 2.627 0.614  -0.338
87 H 12.650 2.390 -0.073  0.094
88 H 12.728 0.629 0.082  0.402
89 H 11.691 1.387 -1.141  0.355
90 H 11.324 1.628 1.886  0.236
91 H 10.275 -0.494 1.392  0.375
92 H 9.804 0.018 -0.244  0.291
93 C -1.068 6.001 0.371  -1.509
94 C -0.660 4.589 0.033  0.407
95 C 0.076 3.869 1.133  -0.430
96 O 0.872 2.929 0.396  -0.125
97 C 1.092 3.474 -0.835  0.544
98 O 1.863 3.047 -1.631  -0.465
99 O 0.315 4.567 -1.024  -0.359
100 H -1.492 6.495 -0.503  0.374
101 H -1.808 6.010 1.171  0.383
102 H -0.205 6.592 0.682  0.365
103 H -1.531 4.018 -0.303  0.259
104 H -0.593 3.355 1.819  0.218
105 H 0.746 4.519 1.700  0.319
106 C 2.783 -1.994 -7.425  -1.436
107 C 1.469 -2.273 -6.740  0.439
108 C 0.274 -1.620 -7.387  -0.542
109 O -0.622 -1.473 -6.275  -0.380
110 C 0.135 -1.384 -5.161  0.518
111 O -0.276 -1.077 -4.083  -0.439
112 O 1.430 -1.689 -5.423  -0.189
113 H 3.610 -2.399 -6.843  0.344
114 H 2.803 -2.440 -8.419  0.409
115 H 2.954 -0.920 -7.516  0.352
116 H 1.325 -3.352 -6.631  0.228
117 H -0.175 -2.231 -8.166  0.323
118 H 0.492 -0.628 -7.789  0.317
119 C 15.544 6.707 1.637  -1.449
120 C 15.961 5.440 0.933  0.466
121 C 14.902 4.837 0.044  -0.478
122 O 15.254 3.447 0.057  -0.310
123 C 15.894 3.209 1.235  0.673
124 O 16.155 2.128 1.650  -0.533
125 O 16.185 4.373 1.869  -0.345
126 H 16.313 7.020 2.343  0.358
127 H 15.378 7.511 0.920  0.372
128 H 14.630 6.550 2.211  0.358
129 H 16.893 5.604 0.385  0.257
130 H 14.926 5.230 -0.970  0.359
131 H 13.892 4.943 0.448  0.288
132 C 4.065 -9.018 2.783  -1.457
133 C 2.987 -8.515 1.855  0.485
134 C 2.803 -7.018 1.863  -0.588
135 O 1.420 -6.888 1.489  -0.221
136 C 0.788 -8.032 1.891  0.575
137 O -0.391 -8.167 1.899  -0.522
138 O 1.685 -8.965 2.274  -0.347
139 H 4.065 -10.107 2.809  0.360
140 H 5.047 -8.676 2.457  0.381
141 H 3.891 -8.676 3.804  0.365
142 H 3.159 -8.889 0.842  0.254
143 H 3.446 -6.508 1.149  0.372
144 H 2.937 -6.572 2.851  0.298
145 C -14.920 4.000 1.968  -1.216
146 C -15.330 3.602 3.363  0.484
147 C -16.788 3.822 3.678  -0.486
148 O -16.762 4.011 5.097  -0.324
149 C -15.538 4.508 5.416  0.629
150 O -15.243 4.947 6.477  -0.522
151 O -14.697 4.434 4.348  -0.346
152 H -13.841 3.919 1.853  0.126
153 H -15.399 3.364 1.223  0.392
154 H -15.183 5.039 1.764  0.378
155 H -15.033 2.567 3.560  0.257
156 H -17.413 2.971 3.414  0.319
157 H -17.195 4.724 3.216  0.308

Output
- Total charge: +1
- Total energy: -6164.6039 Ha

=====

> What is the formula in the second record?

C5H7NO

=====

> Among the records above, which one has the lowest total energy?

C52H83BrNO20